Record 1
ORCA calculation (ωB97M-V/def2-TZVPD) on an isolated molecule of C17H18N2O5.

Geometry as XYZ:
```
42
Properties=species:S:1:pos:R:3:mulliken_charge:R:1
H 0.8900 6.5048 3.1080 0.201
C 1.2315 -0.2762 2.2486 -0.957
C -0.5015 -1.7417 -0.1682 -0.736
C -0.3632 1.9882 -0.9837 -1.274
H -2.9081 -3.7132 -3.5957 0.331
N -0.4506 3.6524 2.3492 -0.131
O -0.0866 4.5495 4.3949 -0.633
N 0.4888 5.7632 2.5617 -0.272
H 2.0343 -0.1336 2.9703 0.433
C 0.8972 1.0472 1.5985 0.924
H 0.5848 5.7396 1.5539 0.265
H -0.7906 2.8502 2.8653 0.220
H 0.7221 2.0243 -1.0328 0.315
C -2.2070 -3.7781 -2.7653 -0.678
O 1.6834 1.9188 1.3457 -0.553
H -0.7082 1.0229 -1.3462 0.279
C 1.6876 -1.1721 1.1397 0.462
H -0.7637 2.7824 -1.6060 0.433
H -2.5828 -1.6705 -2.3663 0.262
O -0.4089 1.1148 1.2949 -0.364
O 0.0412 4.4413 0.2698 -0.733
C -0.0120 -3.1369 -2.0970 0.743
C 2.9579 -1.5528 0.8495 -0.807
H -2.4175 -4.6947 -2.2122 0.286
H -0.6210 -3.1906 -4.1389 0.278
C 0.0083 4.6912 3.2009 0.315
H -1.9152 2.1852 0.5148 0.329
C -0.3309 3.5495 0.9975 0.441
C -0.9148 -2.4373 -1.2778 0.400
H 0.3427 -0.6844 2.7294 0.257
O 3.0257 -2.3322 -0.2533 -0.451
C -0.8198 2.1982 0.4538 0.517
H 2.0393 -3.7007 -2.4557 0.466
C 1.7588 -2.4573 -0.7153 -0.448
H -1.1961 -1.2085 0.4623 0.549
C -2.3102 -2.5758 -1.8156 -0.899
H -0.3793 -4.7946 -3.4437 0.365
C -0.7441 -3.7899 -3.2323 -0.881
H 3.8839 -1.3424 1.3483 0.487
H -3.0504 -2.7251 -1.0298 0.359
C 0.8666 -1.7507 0.1150 1.398
C 1.3388 -3.1643 -1.8362 -1.499
```

## Properties
LUMO energy = 0.57 eV
max |F| = 1.01 eV Å⁻¹
frontier orbital gap = 0.3295 hartree
ΔE to the lowest compared entry with this formula, charge and spin = 0.0 kJ/mol
SMILES = C[C@@H](OC(=O)Cc1coc2cc3c(cc12)CCC3)C(=O)NC(N)=O

Record 2
ORCA calculation (ωB97M-V/def2-TZVPD) on a cluster of 6 separate species, C37H77Br10FN2O2 in total.

Geometry as XYZ:
```
129
Properties=species:S:1:pos:R:3:mulliken_charge:R:1
H -2.7847 2.2006 1.1963 0.163
H -1.3587 7.6382 1.7662 0.176
H 5.6221 -4.1001 1.9748 0.432
H -2.2137 12.4895 2.7186 0.386
H -2.4302 2.7291 -2.9977 0.361
H -2.6857 11.7366 4.2539 0.343
C -1.4003 0.0223 -1.8938 -0.010
H -0.9849 -1.5634 3.2515 0.025
C -2.1436 -3.6856 -3.0770 0.369
C 4.2078 5.7738 1.1612 -0.303
C 1.3184 -1.8241 -5.8087 -0.939
C -0.2334 5.8196 1.4243 0.072
H -0.0591 -3.7356 4.7910 0.291
C -1.8533 2.3138 1.7434 -2.241
C -0.5479 -6.6666 -0.3260 -0.718
H -5.0241 -0.8361 -1.4488 0.853
Br -2.1086 -8.1795 1.5414 -0.158
O -1.6363 2.1821 -3.0096 -0.548
H 4.2048 -1.6687 -5.5620 0.417
H -2.1371 2.5931 2.7546 0.635
C 2.3469 -2.7254 -1.3641 0.013
H -2.5214 -7.4358 -0.7964 0.331
H 0.7704 5.4587 1.6323 -0.036
H 5.4922 4.1713 1.8632 0.401
H -0.3872 -0.1750 -2.2154 0.152
H 1.7624 -4.8839 6.2379 0.343
H -0.3356 5.9507 0.3519 0.365
C -1.6105 -7.7312 -0.2860 -0.607
Br 2.5640 -2.6540 5.5441 -0.110
C -1.2430 4.7897 1.9261 -0.834
H -0.9781 -0.7099 4.6983 0.125
H -0.1236 -6.5891 -1.3257 0.328
C 1.3533 -3.8942 6.4284 -0.606
H -4.1734 -3.2331 -3.5720 0.542
H 1.4020 -3.6806 7.4908 0.399
H -0.0977 1.3095 2.2136 0.774
C 2.2392 -0.8252 -5.0962 -0.434
H 4.6272 6.6163 1.7069 0.394
H 4.3968 -1.5503 3.1767 0.126
H -2.2314 5.1246 1.6158 0.228
C -1.6221 -4.0464 -4.4568 -1.558
C -0.9200 -2.9295 -5.2583 -0.573
Br 3.1411 -3.9065 1.9675 -0.075
H 1.9641 -2.3774 -6.4901 0.225
Br -0.3280 11.2249 3.7357 -0.134
H -1.3611 -3.2924 -2.4361 -0.257
C -3.9938 -1.0437 -1.1659 0.981
Br 3.3886 3.0290 1.1841 0.007
H 0.7064 -0.7291 -0.4964 -2.482
C 1.3171 -0.8486 1.4841 -0.989
C 4.4551 4.4876 1.9034 -0.714
C -2.7658 -1.5699 1.0107 -1.296
H 4.0637 -1.5319 -1.6624 0.255
H 2.0491 -3.6225 -1.9012 0.428
C -0.9733 3.4600 1.2202 -0.293
H 2.6492 -0.8412 -2.3926 0.203
H -2.4750 -4.5995 -2.5894 0.314
H -2.9368 -1.5649 2.0899 0.452
H -1.0754 -3.1554 -6.3113 0.468
H 0.3964 7.8124 1.9450 0.390
H -0.8583 -4.8100 -4.2960 0.353
H -2.8860 -2.9255 -1.0010 -0.665
H 3.1542 5.9535 0.9727 0.055
N -0.8718 -0.6561 3.6946 -0.099
H -2.6350 0.1630 3.0670 0.308
H 1.5075 -0.1982 2.3283 0.223
H 2.2303 -1.2618 1.0681 0.415
C -1.4456 0.8318 -0.6121 -2.281
H -0.5557 7.0073 3.2041 0.363
H 4.1713 -0.4797 -4.2923 0.359
H 1.4484 -2.2315 -1.0070 -0.230
H -1.4058 -1.9821 -5.0386 0.182
C -0.9699 0.0756 0.6480 3.214
C -3.3672 -2.7423 -3.0342 -0.711
H -1.1664 3.6029 0.1595 0.430
H -2.4015 -4.5421 -5.0302 0.516
H 2.8987 -3.0150 -0.4759 -0.284
H -1.2373 -8.6573 -0.7175 0.417
H -1.7242 0.3943 -3.9824 0.177
Br 5.5596 -1.3230 0.9905 -0.138
H 4.9703 -4.0433 3.6232 0.368
H -3.8987 10.5219 2.5399 0.389
Br -2.2482 10.3309 0.7174 -0.122
H 0.0780 3.2090 1.3251 0.059
C -2.1920 11.5730 3.2986 -0.600
H -3.1261 0.7556 -3.0108 0.495
C 0.5560 -0.1243 0.3919 2.191
H -0.6513 -4.6256 6.2065 0.396
H -4.6251 -3.0647 -1.3451 0.544
H 4.1467 4.5845 2.9424 0.335
H -3.6740 0.3175 0.4772 0.189
N -1.6447 0.3619 3.1254 -0.289
C -2.0352 0.8102 -3.0310 -1.260
H 0.5981 -1.2972 -6.4261 0.559
H -2.5675 9.4533 3.0217 0.332
C 4.9385 -3.5815 2.6387 -0.685
H 0.7388 -1.6947 1.8295 -0.003
H -3.4095 -0.3816 -1.7927 -1.546
H 1.0290 -3.8648 -5.1600 0.536
C 3.1793 -1.7731 -2.2421 -0.078
H 3.1772 -3.3027 -3.8257 0.356
C 3.6314 -1.3339 -4.7014 -1.048
H -3.1257 -1.7911 -3.5067 0.206
H -1.8822 -0.9459 -1.8036 -0.501
C -0.0415 -3.7881 5.8752 -0.574
F 1.1631 1.1043 0.1567 -0.458
H 4.7272 -2.6268 -3.4419 0.443
C 0.5782 -2.8977 -4.9636 0.153
Br 5.0994 5.7881 -0.5686 -0.133
H 0.7129 -2.6614 -3.9114 -0.327
C 3.6770 -2.3740 -3.5708 -0.774
Br -0.9552 -2.1994 6.5321 -0.174
H 2.4013 -0.0191 -5.8109 0.421
H -1.1520 4.6502 2.9984 0.527
O -1.4300 -1.2557 0.7051 -0.490
C -3.8447 -0.7493 0.3363 -0.637
H 0.2470 -6.8392 0.3901 0.458
H 6.1248 -1.9296 3.3159 0.386
C 5.2202 -2.1064 2.7384 -0.407
C -3.7160 -2.5014 -1.5413 0.047
H -2.9250 -2.6077 0.7430 0.978
C -1.0893 0.9782 1.9353 -0.186
H -2.4833 1.1453 -0.5154 0.320
H -4.7885 -0.9588 0.8318 0.526
H 1.8005 -0.3646 -4.2197 0.073
H -0.8632 1.7236 -0.7813 1.333
C -0.4521 7.1599 2.1338 -1.238
C -2.8172 10.4110 2.5756 -0.584
Br -1.2855 -4.9054 0.0553 0.037
```

## Properties
LUMO energy = 0.27 eV
max |F| = 2.12 eV Å⁻¹
frontier orbital gap = 0.3105 hartree
SMILES = CCCCCCCCCCCCCCCO[C@](CCCO)([C@H](C)F)[C@@H](CCCCC)NN.BrCCBr.BrCCBr.BrCCBr.BrCCBr.BrCCBr

Record 3
ORCA calculation (ωB97M-V/def2-TZVPD) on the ion C5H12NO with charge -1.

Geometry as XYZ:
```
19
Properties=species:S:1:pos:R:3:mulliken_charge:R:1
H -1.2204 2.8376 -1.3163 0.273
H 0.2718 2.3824 -2.1332 0.302
C -0.5464 2.0003 -1.5144 -1.033
C 0.0096 1.3321 -0.2556 -0.397
H -1.5115 -0.8774 0.2608 0.380
H -1.4876 -0.4140 -1.4235 0.340
C 0.5687 -1.7195 1.7244 -0.334
H 0.9855 1.7724 -0.0172 0.417
H 2.0364 -1.0068 0.3357 0.238
H -0.1178 -2.3721 1.1234 0.136
H -1.0063 1.2741 -2.1951 0.305
H -0.1378 -1.1301 2.3831 0.121
C -0.8918 -0.8458 -0.6311 -1.177
O 1.5865 -2.3323 2.3065 -0.868
H 1.3322 0.1875 1.4403 0.293
C 1.1025 -0.5895 0.7171 -0.596
N 0.3172 -0.0718 -0.4424 -0.086
H -0.6016 -1.8492 -0.9569 0.360
H -0.6893 1.4220 0.5944 0.326
```

## Properties
LUMO energy = 3.70 eV
max |F| = 1.24 eV Å⁻¹
net charge = -1
frontier orbital gap = 0.2197 hartree
ΔE to the lowest compared entry with this formula, charge and spin = 130.9 kJ/mol
SMILES = CCN(C)CC[O-]

Record 4
ORCA calculation (ωB97M-V/def2-TZVPD) on a structure of composition C18H36AuBrNO5Si.

Geometry as XYZ:
```
63
Properties=species:S:1:pos:R:3:lowdin_spin:R:1
H 0.2446 1.5535 -4.0806 0.001
H -2.6369 0.4693 3.6056 0.000
H -0.0402 -3.7106 2.0311 0.000
O -0.1373 3.2260 -1.4626 0.030
O 2.6285 -0.4713 -1.8427 0.320
C -0.6617 -2.4813 0.3112 0.000
H -0.6332 -1.5717 -1.7073 0.000
O 4.7280 -1.1124 -1.8709 0.052
H -1.0141 1.1790 3.5434 0.001
H -1.5423 0.5334 -1.4593 0.001
C 2.0367 2.3907 -4.2957 0.008
H -3.9457 -0.2532 2.0721 0.000
H 4.4228 1.4741 -0.6016 0.001
Au 1.2448 1.0603 -1.4965 0.473
H -4.6304 0.1856 0.5142 0.000
C -0.0470 -2.2373 -1.0767 -0.001
C 0.3436 -3.3550 1.0760 0.000
H -1.4861 2.1402 0.5182 0.001
H -2.4822 -3.4732 1.0853 0.000
H 1.0080 -0.3460 3.5947 0.002
H -1.7251 -4.2508 -0.2983 0.000
Si -1.0749 -0.8755 1.2457 0.005
H 3.7130 1.0938 -4.0702 0.000
C -1.5842 0.2900 3.8211 0.001
H 2.0264 2.2897 -5.3805 0.001
H -2.6605 -0.8388 -1.4401 0.000
H -2.4191 1.8242 1.9795 0.000
H -1.5448 -3.1255 3.2508 0.000
O 0.6045 5.1410 -0.3863 0.011
C -1.9708 -3.2802 0.1408 0.000
H 5.4006 1.2969 -2.0568 0.009
H 3.6157 3.5532 -0.7106 0.040
C 0.2376 4.1923 -0.9195 0.018
H -3.9617 -1.4245 0.7493 0.000
H 0.9703 -1.8523 -1.0024 -0.001
C -1.9442 -2.1632 3.5698 0.001
H -2.0013 -2.1827 4.6615 0.000
N 3.4958 2.1878 -2.3198 0.258
Br 0.8845 0.5059 0.9250 0.080
C 4.3821 1.2368 -1.6664 0.019
C 3.9302 -0.2176 -1.7983 0.012
H 1.7016 3.3927 -4.0231 0.001
C 0.3645 -1.2177 3.7213 0.002
C 3.4271 2.1032 -3.7728 0.018
O 1.1340 1.4107 -3.7356 0.031
C -1.0447 -0.9817 3.1507 0.004
C 3.2511 3.4114 -1.7163 0.554
H -3.2826 0.8054 -1.3964 0.000
H 0.5635 -4.2364 0.4675 0.000
H 3.0785 4.2699 -2.3498 0.045
H 0.8710 -2.0791 3.2951 0.000
H -2.6724 -2.7902 -0.5341 0.000
H 4.1277 2.8045 -4.2396 0.007
H -3.2475 2.1936 0.4736 0.000
C -2.3903 1.6685 0.9045 0.000
H -2.9650 -2.0747 3.1944 0.000
C -2.4795 0.1558 -1.0369 0.001
H 1.2894 -2.8374 1.2464 0.000
H 0.2704 -1.3903 4.7968 0.000
C -2.4738 0.1895 0.4977 0.000
H -1.4935 0.1713 4.9041 0.000
H 0.0187 -3.1979 -1.5954 0.000
C -3.8219 -0.3714 0.9959 0.000
```

## Properties
LUMO energy (alpha / beta) = -3.14 / -5.71 eV
2S+1 = 3
max |F| = 0.17 eV Å⁻¹
net charge = +1
frontier orbital gap (alpha / beta) = 0.2613 / 0.2533 hartree
ΔE to the lowest compared entry with this formula, charge and spin = 0.0 kJ/mol
⟨S²⟩ = 2.01

Record 5
ORCA calculation (ωB97M-V/def2-TZVPD) on the ion C4H10N3O2S with charge +1.

Geometry as XYZ:
```
20
Properties=species:S:1:pos:R:3:mulliken_charge:R:1
S 1.3552 -1.5391 0.1869 1.103
N -1.1933 -2.4633 0.2083 -0.275
N -1.0272 -0.1281 -0.0599 0.266
H -2.2357 -2.5792 -0.0898 0.317
C -0.5508 -1.3949 -0.0908 0.202
O 1.3560 -2.9572 0.3682 -0.654
H -0.6472 -3.2323 0.3852 0.242
H -2.3320 2.2612 -0.3395 0.279
H 1.3054 -1.0496 -2.0735 0.342
C -0.7707 2.4228 1.1938 -0.953
H 2.1848 0.1981 -1.3202 0.343
H -1.4818 2.1991 2.0422 0.316
C 2.0771 -0.9028 -1.3456 -0.818
H -0.4938 2.8041 -0.8297 0.252
H 0.2231 1.8773 1.5828 0.228
H -0.4426 3.4883 1.3434 0.343
N -1.0630 0.8646 -0.7121 -0.326
H 3.1589 -1.3433 -1.4978 0.356
C -1.2220 2.1663 -0.1962 -0.062
O 1.7995 -0.6919 1.2442 -0.500
```

## Properties
LUMO energy (alpha / beta) = -5.16 / -5.16 eV
max |F| = 5.29 eV Å⁻¹
net charge = +1
frontier orbital gap (alpha / beta) = 0.3225 / 0.3225 hartree
ΔE to the lowest compared entry with this formula, charge and spin = 303.8 kJ/mol
SMILES = CC/N=N/C(=[NH2+])S(C)(=O)=O

What did the first record say?
ORCA calculation (ωB97M-V/def2-TZVPD) on an isolated molecule of C17H18N2O5.

Geometry as XYZ:
```
42
Properties=species:S:1:pos:R:3:mulliken_charge:R:1
H 0.8900 6.5048 3.1080 0.201
C 1.2315 -0.2762 2.2486 -0.957
C -0.5015 -1.7417 -0.1682 -0.736
C -0.3632 1.9882 -0.9837 -1.274
H -2.9081 -3.7132 -3.5957 0.331
N -0.4506 3.6524 2.3492 -0.131
O -0.0866 4.5495 4.3949 -0.633
N 0.4888 5.7632 2.5617 -0.272
H 2.0343 -0.1336 2.9703 0.433
C 0.8972 1.0472 1.5985 0.924
H 0.5848 5.7396 1.5539 0.265
H -0.7906 2.8502 2.8653 0.220
H 0.7221 2.0243 -1.0328 0.315
C -2.2070 -3.7781 -2.7653 -0.678
O 1.6834 1.9188 1.3457 -0.553
H -0.7082 1.0229 -1.3462 0.279
C 1.6876 -1.1721 1.1397 0.462
H -0.7637 2.7824 -1.6060 0.433
H -2.5828 -1.6705 -2.3663 0.262
O -0.4089 1.1148 1.2949 -0.364
O 0.0412 4.4413 0.2698 -0.733
C -0.0120 -3.1369 -2.0970 0.743
C 2.9579 -1.5528 0.8495 -0.807
H -2.4175 -4.6947 -2.2122 0.286
H -0.6210 -3.1906 -4.1389 0.278
C 0.0083 4.6912 3.2009 0.315
H -1.9152 2.1852 0.5148 0.329
C -0.3309 3.5495 0.9975 0.441
C -0.9148 -2.4373 -1.2778 0.400
H 0.3427 -0.6844 2.7294 0.257
O 3.0257 -2.3322 -0.2533 -0.451
C -0.8198 2.1982 0.4538 0.517
H 2.0393 -3.7007 -2.4557 0.466
C 1.7588 -2.4573 -0.7153 -0.448
H -1.1961 -1.2085 0.4623 0.549
C -2.3102 -2.5758 -1.8156 -0.899
H -0.3793 -4.7946 -3.4437 0.365
C -0.7441 -3.7899 -3.2323 -0.881
H 3.8839 -1.3424 1.3483 0.487
H -3.0504 -2.7251 -1.0298 0.359
C 0.8666 -1.7507 0.1150 1.398
C 1.3388 -3.1643 -1.8362 -1.499
```

## Properties
LUMO energy = 0.57 eV
max |F| = 1.01 eV Å⁻¹
frontier orbital gap = 0.3295 hartree
ΔE to the lowest compared entry with this formula, charge and spin = 0.0 kJ/mol
SMILES = C[C@@H](OC(=O)Cc1coc2cc3c(cc12)CCC3)C(=O)NC(N)=O

Among the records above, which one has the lowest max |F|?
C18H36AuBrNO5Si